(1)
The following is a quantum chemistry calculation of a gas-phase ion, C11H14NO2 (charge +1) in a non-equilibrium geometry, from the Open Molecules 2025 dataset.

```
28
Properties=species:S:1:pos:R:3:forces:R:3:lowdin_charge:R:1
C 3.122142 -1.609973 -1.305421 0.469 1.406 -0.501 0.008
C 2.715357 -1.871966 -0.026175 -3.646 1.129 -1.099 0.017
C 2.370301 -0.769945 -2.147424 -1.470 -0.710 3.658 0.044
C 1.420825 -1.431267 0.331587 1.879 -0.901 0.243 0.001
C 1.180730 -0.194138 -1.691655 0.125 -0.405 0.421 -0.151
C -1.617295 0.987654 0.345220 4.275 -2.460 -2.286 -0.129
C -0.665042 -0.197439 0.191817 -2.273 -0.448 -0.907 -0.225
C -2.121307 1.807033 1.207093 -0.701 -0.449 0.731 -0.315
C 0.401038 0.912635 -2.378282 -0.477 -3.707 -0.436 0.033
C -1.207116 -1.357818 0.987979 -4.008 2.451 -0.744 -0.007
C -1.439153 1.814423 2.570083 -1.153 -1.330 0.885 0.017
N 0.701476 -0.666186 -0.479507 -1.325 2.580 0.692 0.105
O -3.306923 2.427815 1.017797 -0.068 0.534 1.690 0.102
O -1.679462 0.167865 -0.788566 -0.361 0.601 0.634 0.038
H 4.140375 -1.796268 -1.619891 -0.088 -0.643 -0.100 0.132
H 3.142471 -2.518780 0.632055 1.719 -1.428 1.658 0.093
H 2.825867 -0.489964 -3.002338 0.924 1.072 -2.891 0.092
H 1.007886 -1.690074 1.311468 0.235 0.193 -0.661 0.140
H -0.517663 0.327443 -2.748218 1.098 1.554 0.250 0.137
H 0.150022 1.612335 -1.622421 -0.359 1.066 0.129 0.077
H 1.008651 1.226532 -3.201728 0.048 0.692 -0.341 0.090
H -1.153260 -2.206871 0.417470 0.381 -2.485 -1.070 0.071
H -0.784351 -1.411325 1.914802 1.018 -0.528 2.528 0.044
H -2.393498 -1.176151 1.151901 2.953 -0.225 -0.347 0.186
H -1.140104 0.768683 3.001194 -0.840 1.758 -1.116 0.121
H -2.084246 2.301059 3.315475 0.159 -0.152 -0.305 0.099
H -0.551716 2.364559 2.488793 1.322 0.924 0.098 0.061
H -3.526005 2.670126 0.126893 0.164 -0.091 -0.815 0.118
```
Forces are in eV/Å.

Properties
Net charge: +1
Energy above the lowest of the compared OMol25 structures with the same formula, charge and spin: 135.0 kcal/mol
Energy: -632.3879 Eh
Spin multiplicity: 1
F_max: 5.44 eV/A
HOMO energy: -12.21 eV
E_LUMO: -4.227 eV
SMILES: C/C(O)=C1/O[C@@]1(C)[n+]1ccccc1C
HOMO-LUMO gap: 7.98 eV

***

(2)
The following is a quantum chemistry calculation of C5H12N2 in the gas phase in a non-equilibrium geometry, from the Open Molecules 2025 dataset.

```
19
Properties=species:S:1:pos:R:3:forces:R:3:lowdin_charge:R:1
C 2.207327 -0.235760 0.089846 1.144 -5.141 -2.697 -0.094
C 0.799625 -0.513275 -0.437704 -0.110 1.723 -1.366 -0.492
C -0.076520 -0.422347 0.807419 -2.223 0.519 1.412 -0.169
C -1.491526 0.355745 0.842821 -0.280 -2.366 -3.343 -0.259
C -1.691355 2.316343 -0.543128 1.189 -1.011 5.699 -0.009
N -1.512626 1.805470 0.673809 0.324 0.334 -3.220 -0.024
N 0.660734 -1.824190 -1.186251 1.750 1.281 2.200 0.030
H 2.916124 -0.478864 -0.825183 -1.006 0.804 1.915 0.107
H 2.383496 -1.165898 0.819040 0.116 2.580 -0.867 0.121
H 2.289703 0.762759 0.405215 0.383 0.924 0.968 0.050
H 0.559393 0.264141 -1.245057 0.122 -0.726 1.247 0.144
H -0.178559 -1.516350 1.018807 -0.799 0.914 0.501 0.112
H 0.280701 0.036806 1.735804 1.476 -0.227 -0.488 0.101
H -2.088746 -0.233674 0.101454 0.120 0.956 -0.698 0.101
H -2.085167 0.030684 1.647172 -0.016 0.181 2.045 0.077
H -1.902948 1.765957 -1.408114 -0.300 -0.859 -1.294 0.048
H -1.525639 3.372661 -0.505376 -0.336 0.611 -0.716 0.052
H 0.708257 -2.529363 -0.436343 -0.231 -0.035 -0.799 0.066
H -0.252267 -1.790844 -1.554238 -1.324 -0.461 -0.499 0.037
```
Forces are in eV/Å.

Properties
Energy above the lowest of the compared OMol25 structures with the same formula, charge and spin: 68.0 kcal/mol
Energy: -307.1210 Eh
Spin multiplicity: 1
F_max: 5.92 eV/A
HOMO energy: -9.72 eV
E_LUMO: 0.879 eV
SMILES: C=NCC[C@@H](C)N
HOMO-LUMO gap: 10.60 eV

***

(3)
The following is a quantum chemistry calculation of a gas-phase ion, C7H13N5 (charge +2) in a non-equilibrium geometry, from the Open Molecules 2025 dataset.

```
25
Properties=species:S:1:pos:R:3:forces:R:3:lowdin_charge:R:1
C 0.005141 1.648204 -1.146882 -0.115 0.407 -0.954 -0.012
C -0.093537 -0.287860 -0.209841 -1.189 -1.564 2.270 -0.031
C -0.068801 0.694440 0.782894 1.052 -1.974 -0.802 -0.216
C 0.731904 -0.738384 2.360080 -0.703 2.338 -1.167 -0.097
C 0.066192 -1.824188 0.225717 -0.611 4.303 1.996 -0.141
C -0.127484 -0.232562 -2.673403 4.308 1.379 -2.414 0.026
C 0.238053 3.365676 0.528572 1.880 -1.419 2.034 0.080
N 0.277244 0.451175 2.057839 -0.016 -0.531 1.379 0.152
N -0.160549 0.365748 -1.411124 0.012 0.209 1.402 -0.059
N -0.019490 1.904027 0.142116 0.713 1.344 -0.293 0.023
N 0.787379 -1.787968 1.474724 1.427 -1.501 0.202 0.080
N -1.288096 -2.496705 0.510221 -0.634 2.378 2.236 0.262
H 0.361008 2.383123 -1.847958 -0.679 0.109 -0.456 0.187
H 1.152013 -0.758029 3.347513 0.290 -0.985 0.270 0.148
H 0.569619 -2.335807 -0.489699 1.371 -1.912 -2.040 0.124
H -0.962620 -0.606067 -3.140328 -2.572 -0.374 -0.460 0.085
H 0.389696 0.536764 -3.373089 -1.032 -1.477 0.868 0.163
H 0.573858 -1.046355 -2.579348 0.355 -0.412 -0.356 0.105
H -0.351864 3.953314 -0.142829 -0.242 0.429 -0.126 0.090
H -0.084323 3.416182 1.589674 0.114 0.430 -0.809 0.112
H 1.382827 3.609470 0.490306 -2.237 -0.613 -0.118 0.151
H 1.534183 -2.529739 1.641584 -1.509 1.311 -0.250 0.207
H -1.822965 -2.672908 -0.304381 -0.725 -0.626 -1.307 0.152
H -1.811751 -1.701131 1.010052 0.473 -1.576 -0.553 0.209
H -1.277639 -3.310419 1.157591 0.271 0.327 -0.553 0.197
```
Forces are in eV/Å.

Properties
Net charge: +2
Energy above the lowest of the compared OMol25 structures with the same formula, charge and spin: 8.0 kcal/mol
Energy: -547.6673 Eh
Spin multiplicity: 1
F_max: 5.13 eV/A
HOMO energy: -16.63 eV
E_LUMO: -6.852 eV
SMILES: Cn1c[n+](C)c2c1[C@H]([NH3+])NC=N2
HOMO-LUMO gap: 9.78 eV

***

Q: Among the records above, which one has the highest HOMO-LUMO gap?
A: C5H12N2